Entry 1:
{
  "formula": "C6H13N3O3",
  "method": "ωB97M-V/def2-TZVPD",
  "species": ["H", "H", "O", "N", "N", "O", "H", "C", "H", "C", "H", "H", "H", "N", "H", "O", "C", "H", "H", "H", "C", "H", "C", "H", "C"],
  "positions_angstrom": [[1.7120, -2.3309, -1.2190], [2.9723, 1.3513, -1.4208], [1.7172, -0.3586, 2.1068], [1.5153, 1.8662, -0.0161], [-0.2238, 0.1392, 0.0939], [-3.1922, 1.5513, 0.6345], [-1.3846, -0.6587, -1.2436], [0.6325, -0.9227, 0.0364], [-1.4640, 1.2668, -1.1351], [2.1004, 1.0942, -0.7888], [0.3826, -1.5609, -2.0638], [0.0816, -2.6993, -0.9083], [-3.3886, 1.4982, 1.5997], [1.5835, -1.2324, 0.9044], [-0.5237, 2.1713, 0.4775], [2.4467, -2.0247, 0.6758], [-1.4523, 0.2706, -0.6126], [1.8183, 0.0539, -0.9340], [-3.6204, 0.0553, -0.6186], [0.4474, 1.3307, 1.6156], [0.2599, 1.4002, 0.6370], [2.5351, -0.0245, 2.2159], [-2.8427, 0.2170, 0.1319], [-2.7804, -0.5392, 0.9014], [0.6680, -1.9144, -1.0701]],
  "total_energy_ev": -17038.8959,
  "spin_multiplicity": 1,
  "smiles": "C=NCN(CCO)/C(C)=[N+](/[O-])O",
  "relative_energy_kj_mol": 676.9,
  "charge": 0,
  "gap_ev": 8.22,
  "max_force_ev_per_a": 6.6
}

***

Entry 2:
{
  "formula": "C6H13N3O3",
  "method": "ωB97M-V/def2-TZVPD",
  "species": ["H", "H", "C", "H", "H", "H", "O", "O", "C", "N", "H", "H", "H", "N", "C", "H", "C", "H", "H", "C", "H", "N", "C", "H", "O"],
  "positions_angstrom": [[0.5531, 0.2681, -1.7592], [4.1567, -0.9952, 1.1818], [-1.2248, 1.4830, 0.2658], [-3.7925, -2.1128, -0.5788], [4.2510, 0.6723, 1.4427], [3.5407, 0.4166, -1.3145], [1.9084, -1.5974, 0.4354], [-2.1985, -0.6946, -0.0387], [3.1428, 0.4371, -0.2351], [-2.4106, 0.7059, 0.2350], [-4.4212, 0.5459, 0.1435], [-3.7080, -1.3319, 1.1593], [-2.6806, -2.4671, 0.6782], [1.7832, -0.5478, -0.0622], [-3.5945, 1.1594, 0.3229], [2.7724, 1.3687, -0.0576], [-3.1698, -1.7195, 0.2478], [5.0919, -0.1587, 0.0620], [-0.2640, -0.8015, -0.3895], [0.5302, -0.1092, -0.6713], [-1.4193, 2.4371, 0.8130], [0.0644, 1.2723, -0.0113], [4.2342, -0.0560, 0.6300], [-3.8801, 2.1981, 0.3372], [0.8336, 2.1308, 0.0887]],
  "total_energy_ev": -17017.6662,
  "spin_multiplicity": 1,
  "smiles": "C=[N+](/C=[N+](/[O-])C[N+](=O)CC)OC",
  "relative_energy_kj_mol": 348.5,
  "charge": 2,
  "gap_ev": 7.40,
  "max_force_ev_per_a": 6.7
}

***

Entry 3:
{
  "formula": "C6H13N4",
  "method": "ωB97M-V/def2-TZVPD",
  "species": ["C", "H", "H", "H", "H", "H", "C", "C", "H", "N", "N", "H", "H", "H", "C", "H", "C", "N", "H", "N", "H", "H", "C"],
  "positions_angstrom": [[-1.0840, -0.8645, 1.3668], [-1.6368, -0.7297, 3.2676], [-0.3309, 2.5983, 0.4090], [-0.5449, 2.2262, -1.0628], [-2.3160, -2.2378, 0.2291], [0.8729, -0.7434, 1.8929], [-0.7708, -1.2882, -1.1012], [0.4009, -0.2870, -1.2288], [0.0302, 0.4499, -1.9922], [-0.6487, 1.8394, -0.1711], [1.5887, -0.8227, -1.7905], [1.9090, -1.5511, -1.2157], [1.4287, -1.0887, -2.8177], [2.3393, 1.3499, -0.7481], [-1.4964, -1.4896, 0.0566], [-1.1956, -1.8680, -1.9586], [0.1923, -0.1362, 1.3495], [-1.8985, -1.0605, 2.3006], [2.3118, 1.6829, 0.8764], [1.7736, 1.2397, 0.1171], [-1.6381, 1.6338, 0.0467], [0.0323, 0.6183, 2.0725], [0.6811, 0.5291, 0.1020]],
  "total_energy_ev": -12385.1827,
  "spin_multiplicity": 1,
  "relative_energy_kj_mol": 166.5,
  "charge": 1,
  "gap_ev": 10.02,
  "max_force_ev_per_a": 4.1
}

***

Entry 4:
{
  "formula": "C6H13NO",
  "method": "ωB97M-V/def2-TZVPD",
  "species": ["H", "H", "N", "H", "H", "C", "H", "H", "H", "C", "H", "H", "C", "H", "C", "H", "C", "C", "H", "H", "O"],
  "positions_angstrom": [[-0.5081, -1.7844, 1.3464], [1.2287, 2.7801, 0.3130], [-1.1652, 0.0277, 1.4070], [-2.2780, 1.3810, 0.1599], [-0.7253, 2.3673, -1.2124], [0.7101, -2.1015, -0.9961], [1.9809, 1.2679, -0.6462], [-1.8308, -1.7550, 0.4684], [1.2962, -0.3665, 0.1654], [-1.1791, 1.0621, 0.4973], [-0.4918, 0.1276, 2.0776], [-0.8896, 2.2811, 0.9123], [-0.3023, 1.3918, -0.7251], [0.8117, -2.7905, -0.1296], [0.2784, -0.7941, -0.3636], [1.2408, 1.0774, 0.7890], [-0.8576, -1.1107, 0.6628], [1.1566, 1.6390, -0.0706], [-0.0258, -2.6381, -1.7932], [1.5859, -2.2032, -1.5373], [-0.0357, 0.1410, -1.3250]],
  "total_energy_ev": -9965.2284,
  "spin_multiplicity": 1,
  "smiles": "C[C@@H]1CNC[C@@H](C)O1",
  "relative_energy_kj_mol": 573.7,
  "charge": 0,
  "gap_ev": 9.52,
  "max_force_ev_per_a": 10.8
}

***

Entry 5:
{
  "formula": "C6H13NO",
  "method": "ωB97M-V/def2-TZVPD",
  "species": ["H", "C", "H", "C", "C", "H", "N", "H", "C", "O", "H", "C", "C", "H", "H", "H", "H", "H", "H", "H", "H"],
  "positions_angstrom": [[-1.5954, -1.3920, 1.7349], [2.7509, -0.1028, -0.3853], [1.7531, -0.6389, -0.0206], [-0.0740, 0.2918, -1.4812], [0.3788, -1.1583, 0.4121], [2.0088, 1.7624, 0.7237], [-0.7998, -0.6322, -0.4875], [2.9010, 0.7378, 1.7503], [-1.8400, 0.0339, 0.1609], [-2.4125, 0.9461, -0.4333], [3.5300, 0.2321, -1.0691], [2.8333, 1.0237, 0.6545], [-2.2683, -0.6305, 1.3683], [3.6783, 1.7342, 0.6136], [0.5574, -0.4181, -2.0055], [3.2434, -0.9181, 0.1565], [-0.9470, 0.6144, -2.0979], [-3.0863, -0.2087, 1.9072], [0.3386, -0.4482, 1.2434], [0.1266, -2.1687, 0.6390], [0.4121, 1.2221, -1.0775]],
  "total_energy_ev": -9961.8494,
  "spin_multiplicity": 1,
  "relative_energy_kj_mol": 899.7,
  "charge": 0,
  "gap_ev": 4.70,
  "max_force_ev_per_a": 5.9
}

***

Entry 6:
{
  "formula": "C6H13NO",
  "method": "ωB97M-V/def2-TZVPD",
  "species": ["H", "H", "H", "O", "H", "C", "C", "C", "H", "H", "H", "H", "N", "C", "H", "H", "H", "C", "H", "C", "H"],
  "positions_angstrom": [[2.9831, -0.0763, -0.0229], [-2.2273, -2.4422, -1.5143], [1.3432, 6.5983, 4.0285], [1.0505, 6.9783, 3.1880], [3.7096, 0.5800, -1.4947], [-1.8144, -1.6998, 0.3754], [-3.0739, -2.2647, 0.9644], [-1.4988, -1.9332, -0.8927], [2.3688, 1.4364, -0.7566], [-3.8907, -2.2548, 0.2383], [-0.2775, -1.7643, -2.7128], [0.7796, -0.7852, -0.0163], [1.8782, -0.4120, -1.7214], [2.7660, 0.4255, -0.9612], [-3.5165, -1.6806, 1.7853], [1.7295, -0.1228, -2.6761], [-1.1116, -1.2622, 1.0736], [0.7211, -0.8590, -1.0939], [-2.9977, -3.2878, 1.3437], [-0.2994, -1.5325, -1.6556], [1.3781, 6.3589, 2.5213]],
  "total_energy_ev": -9968.9106,
  "spin_multiplicity": 1,
  "smiles": "C/C=C/C=C/NC.O",
  "relative_energy_kj_mol": 218.4,
  "charge": 0,
  "gap_ev": 8.15,
  "max_force_ev_per_a": 1.2
}

***

Entry 7:
{
  "formula": "C6H13NO",
  "method": "ωB97M-V/def2-TZVPD",
  "species": ["H", "H", "H", "H", "H", "H", "H", "H", "C", "H", "C", "H", "C", "H", "N", "C", "H", "C", "H", "O", "C"],
  "positions_angstrom": [[0.0019, 0.3763, 1.8000], [-0.6262, 1.3395, -0.4176], [-2.5298, 0.7218, -1.3711], [1.1879, 1.5547, 1.2581], [2.8287, -0.1430, 0.8808], [1.8708, -0.1597, -1.3725], [2.2450, -2.2453, 0.2142], [1.9153, -0.7758, 2.2387], [1.8408, -0.5340, 1.1590], [1.5627, 1.5507, -1.7541], [0.1437, 0.5760, -0.3481], [-2.6066, -1.1537, 1.0328], [0.7647, 0.5671, 1.0482], [-3.3998, -0.9332, -1.3607], [1.4291, -1.6689, 0.4384], [-2.7938, -0.1919, -0.8545], [-0.3971, -0.3869, -0.4006], [-2.7429, -0.1518, 0.5754], [0.5450, 0.2452, -2.4224], [-2.3332, 0.8244, 1.2033], [1.0940, 0.5884, -1.5475]],
  "total_energy_ev": -9963.0858,
  "spin_multiplicity": 1,
  "relative_energy_kj_mol": 780.4,
  "charge": 0,
  "gap_ev": 3.30,
  "max_force_ev_per_a": 2.6
}

***

Entry 8:
{
  "formula": "C6H13NO",
  "method": "ωB97M-V/def2-TZVPD",
  "species": ["C", "H", "H", "H", "H", "H", "C", "O", "N", "C", "C", "C", "H", "C", "H", "H", "H", "H", "H", "H", "H"],
  "positions_angstrom": [[-1.1021, 0.0400, -0.8476], [2.1200, 0.3323, 1.7359], [1.0367, -1.5228, -0.4480], [2.9807, -1.0563, 1.0805], [1.4848, -1.2969, 1.9878], [-0.7118, -0.5918, -1.6394], [1.1946, -0.5296, -0.0218], [-0.3905, 1.2575, 1.0397], [-2.5840, -0.6297, -0.6048], [1.9868, -0.6466, 1.2714], [-3.5773, 0.1012, -0.4077], [-0.4205, 0.0014, 0.4549], [1.4201, 0.3623, -1.9915], [1.8980, 0.3813, -1.0140], [2.9272, 0.0532, -1.1742], [-0.0199, 1.1842, 1.9261], [-1.2438, 1.0678, -1.1924], [-0.8070, -0.7724, 1.1282], [-4.5768, -0.3336, -0.3810], [1.9113, 1.4065, -0.6441], [-3.5266, 1.1921, -0.2580]],
  "total_energy_ev": -9968.5899,
  "spin_multiplicity": 1,
  "smiles": "C=NC[C@H](O)C(C)C",
  "relative_energy_kj_mol": 249.4,
  "charge": 0,
  "gap_ev": 9.84,
  "max_force_ev_per_a": 4.8
}